# 1
The following is a DFT calculation (ωB97M-V with the def2-TZVPD basis set) of C6H9N2O2 as an isolated structure.

Last column: Löwdin charge in e.
Element x y z (Å)
C1 1.83842 0.50760 1.15817  -0.116
C2 1.65918 -0.78532 0.81467  -0.176
C3 -1.57272 0.07864 0.55387  -0.567
C4 0.69488 1.28725 0.38827  -0.172
C5 -0.20572 0.24998 -0.23276  -0.360
C6 -0.33189 0.36464 -1.79622  -0.045
N1 0.70718 -1.02590 -0.10128  -0.202
N2 -1.97839 -1.14439 0.33483  0.093
O1 0.08229 -2.21406 -0.10077  -0.176
O2 -2.05311 1.01845 1.18562  -0.033
H1 2.58897 1.17229 1.53690  0.053
H2 2.30405 -1.66506 1.22191  0.136
H3 0.06549 2.03488 1.09219  0.129
H4 1.27447 1.96083 -0.46152  0.130
H5 0.72670 0.63918 -2.25399  0.106
H6 -1.04642 1.30698 -1.98146  0.109
H7 -0.84737 -0.44582 -2.17311  0.021
H8 -0.98754 -1.92382 0.21655  0.001
H9 -2.91848 -1.41637 0.59814  0.069

Cartesian forces (eV/Å) of the 6 atoms listed first:
C -2.52 0.99 -1.45
C 2.90 -0.77 2.27
C 1.22 0.53 -0.86
C 1.30 3.09 0.37
C 1.69 -1.26 -0.87
C 0.45 5.08 1.36

HOMO level   -2.8 eV
ΔE to the lowest compared entry with this formula, charge and spin   464.64 kJ/mol
Orbital gap   0.2503 hartree
E_LUMO   4.045 eV
Total charge   -1

# 2
The following is a DFT calculation (ωB97M-V with the def2-TZVPD basis set) of a 2-piece molecular cluster, C6H9N2O2 overall.

Last column: Löwdin charge in e.
Element x y z (Å)
C1 2.39596 -1.17419 1.44702  -0.057
C2 2.70012 0.30655 1.73121  -0.778
O1 1.60106 0.93716 1.87669  -0.175
O2 3.78645 0.87585 1.66062  -0.065
H1 2.53967 -1.94272 2.24155  0.053
H2 3.00566 -1.47444 0.51408  0.083
H3 1.31871 -1.25400 1.15556  0.052
C3 -2.19476 -0.55543 -2.43022  -0.081
C4 -1.41518 0.06775 -1.23570  -0.366
C5 0.04042 0.96641 0.04842  -0.151
C6 -2.10258 0.62017 -0.11607  -0.103
N1 -0.06185 0.24476 -1.12472  0.098
N2 -1.16124 1.22883 0.66495  0.090
H4 0.89745 1.49041 0.26990  0.076
H5 -2.76574 0.14349 -3.04845  0.045
H6 -2.94938 -1.30513 -2.24696  0.037
H7 -1.06306 1.34289 1.52341  0.036
H8 -3.17161 0.51127 0.23404  0.110
H9 -1.40011 -1.02964 -3.16532  0.096

Cartesian forces (eV/Å) of the 6 atoms listed first:
C 0.49 -1.36 -1.69
C -2.15 1.05 0.01
O 0.35 -0.06 1.52
O 1.38 -0.90 0.02
H 0.35 0.79 -0.31
H -0.73 0.16 1.46

HOMO level   -3.9 eV
ΔE to the lowest compared entry with this formula, charge and spin   287.71 kJ/mol
Orbital gap   0.2722 hartree
E_LUMO   3.472 eV
Total charge   -1

# 3
The following is a DFT calculation (ωB97M-V with the def2-TZVPD basis set) of a 2-piece molecular cluster, C6H9N2O2 overall.

Last column: Mulliken spin population.
Element x y z (Å)
C1 -3.25938 2.49824 0.88059  0.000
C2 -1.88341 1.99623 0.85405  0.000
C3 0.07639 1.54716 -0.08981  0.000
C4 -1.25369 1.03847 1.65086  0.000
N1 -1.10224 2.16693 -0.28442  0.000
N2 0.01126 0.80488 1.10704  0.000
H1 1.08206 1.65115 -0.50564  0.000
H2 -3.50728 2.88455 1.97808  0.000
H3 -3.97198 1.71119 0.50459  0.000
H4 0.69432 -0.05022 1.29612  0.000
H5 -1.64123 0.53518 2.45440  0.000
H6 -3.51826 3.35294 0.28996  0.000
C5 0.58023 -2.03414 -1.41598  0.010
C6 1.98011 -2.32495 -0.87650  -0.033
O1 2.07954 -3.46214 -0.33618  0.856
O2 2.97819 -1.73188 -1.26321  0.147
H7 -0.18162 -2.74818 -1.16426  0.010
H8 0.70727 -1.81794 -2.47996  0.004
H9 0.16185 -1.05073 -1.12243  0.007

Cartesian forces (eV/Å) of the 6 atoms listed first:
C -2.04 0.06 2.60
C 2.08 -2.31 -1.43
C -1.82 -0.47 2.07
C 0.83 1.80 -2.20
N 2.35 0.74 0.45
N 0.86 -1.47 -0.61

HOMO level (alpha / beta)   -8.6 / -8.6 eV
Multiplicity   2
ΔE to the lowest compared entry with this formula, charge and spin   184.01 kJ/mol
Orbital gap (alpha / beta)   0.3320 / 0.1930 hartree
E_LUMO (alpha / beta)   0.400 / -3.384 eV

# 4
The following is a DFT calculation (ωB97M-V with the def2-TZVPD basis set) of an isolated ion of composition C6H9N2O3S and charge -1.

Last column: Löwdin charge in e.
Element x y z (Å)
C1 -1.42713 3.02870 0.34886  -0.204
C2 -0.30142 2.30769 0.61735  -0.071
C3 -1.69352 1.09485 -0.48414  -0.185
C4 0.39204 -0.57332 -1.52315  -0.086
C5 0.40895 -1.04498 1.11585  -0.040
C6 0.40311 -0.01772 -0.10341  -0.478
N1 -2.33054 2.26866 -0.28969  0.034
N2 -0.48555 1.05601 0.09122  -0.064
O1 2.38071 1.69171 -1.11301  -0.349
O2 3.15077 -0.50606 -0.32814  -0.370
O3 2.35305 1.06384 1.33045  -0.406
S1 2.30469 0.66507 -0.08836  0.464
H1 -1.71442 3.99471 0.86142  0.106
H2 0.60498 2.55286 1.09485  0.088
H3 -2.07833 0.15199 -0.76540  0.106
H4 -0.57291 -1.33096 -1.59595  0.123
H5 0.15278 0.32330 -2.14675  0.090
H6 1.28835 -1.02506 -1.84192  0.042
H7 -0.52997 -1.21023 1.58815  0.046
H8 0.80143 -2.07758 0.83790  0.097
H9 1.06098 -0.59216 1.87138  0.056

Cartesian forces (eV/Å) of the 6 atoms listed first:
C -0.01 1.23 1.93
C 0.46 0.07 0.14
C -1.41 1.30 0.88
C -5.00 -0.10 0.21
C 1.33 -0.24 -1.34
C 4.27 -1.83 0.65

HOMO level   -5.4 eV
ΔE to the lowest compared entry with this formula, charge and spin   0.00 kJ/mol
SMILES string   CC(C)(n1ccnc1)S(=O)(=O)[O-]
Orbital gap   0.3304 hartree
E_LUMO   3.610 eV
Total charge   -1

# 5
The following is a DFT calculation (ωB97M-V with the def2-TZVPD basis set) of C6H9N2P as an isolated structure.

Last column: Löwdin charge in e.
Element x y z (Å)
C1 -0.38331 -0.21467 -0.19261  -0.267
C2 -1.21987 0.93275 -0.08067  -0.439
C3 1.59631 -1.46921 0.70591  -0.156
C4 1.95304 -1.33274 -0.70183  -0.127
C5 1.06342 -0.24300 -0.01812  -0.251
C6 -0.74313 2.36088 -0.27245  -0.027
N1 -1.20163 -1.37042 -0.12388  -0.164
N2 -2.45858 0.75029 0.18385  -0.174
P1 -2.83608 -0.86919 0.04574  0.805
H1 0.82716 -2.30779 0.87296  0.120
H2 2.22476 -1.16502 1.66997  0.148
H3 2.92112 -0.97825 -1.12300  0.108
H4 1.31828 -1.81978 -1.48960  0.120
H5 1.65480 0.75710 0.00422  0.163
H6 -0.49306 2.66944 -1.36821  0.129
H7 0.10559 2.41650 0.28726  0.019
H8 -1.42221 3.00313 0.22254  0.061
H9 -2.90661 -1.12004 1.37791  -0.067

Cartesian forces (eV/Å) of the 6 atoms listed first:
C -3.31 -4.93 0.57
C -0.61 2.69 -0.86
C -0.05 -0.38 2.94
C -0.39 0.91 -2.18
C 1.47 0.88 -0.88
C -0.61 -1.00 -2.36

HOMO level   -9.0 eV
ΔE to the lowest compared entry with this formula, charge and spin   188.81 kJ/mol
Orbital gap   0.3272 hartree
E_LUMO   -0.131 eV

# 6
The following is a DFT calculation (ωB97M-V with the def2-TZVPD basis set) of an isolated ion of composition C6H9N2Si and charge +1.

Last column: Löwdin charge in e.
Element x y z (Å)
C1 -3.29008 -0.01935 -0.06274  -0.016
C2 -2.50662 -1.17120 -0.11895  0.075
C3 -2.48403 1.09334 0.25356  -0.021
C4 -1.19174 -0.64610 -0.03460  -0.295
C5 0.06874 -1.18083 -0.08594  0.118
C6 2.52680 -0.58404 0.19228  -0.083
N1 -1.16614 0.75930 0.14683  -0.080
N2 1.19065 -0.18081 -0.08728  -0.227
Si1 0.50709 1.44052 -0.09942  0.778
H1 -4.29898 -0.04657 -0.16960  0.084
H2 -2.57069 -2.22147 -0.25470  0.125
H3 -2.96978 2.05201 0.55399  0.156
H4 0.34640 -2.20931 -0.22294  0.141
H5 2.57725 -1.66166 0.14502  0.101
H6 2.79661 -0.10128 1.08999  0.084
H7 3.14825 -0.21787 -0.56489  0.076
H8 0.97863 1.86707 -1.41052  -0.008
H9 0.52283 2.24982 1.13810  -0.006

Cartesian forces (eV/Å) of the 6 atoms listed first:
C 2.11 -1.15 0.89
C 2.13 2.28 -0.24
C -0.56 0.19 -0.75
C 1.09 0.04 -0.05
C 3.63 3.47 -0.32
C -0.49 -0.55 -0.46

HOMO level   -13.0 eV
ΔE to the lowest compared entry with this formula, charge and spin   2.77 kJ/mol
SMILES string   C[N+]1=Cc2cccn2[SiH2]1
Orbital gap   0.2853 hartree
E_LUMO   -5.245 eV
Total charge   +1

# 7
The following is a DFT calculation (ωB97M-V with the def2-TZVPD basis set) of an isolated molecule of C6H9N3.

Last column: Löwdin charge in e.
Element x y z (Å)
C1 0.68444 0.67647 0.11213  -0.347
C2 0.62642 1.47582 -1.17831  -0.059
C3 -0.76353 -1.19934 1.24931  -0.212
C4 -0.85959 -0.02155 0.33892  -0.367
N1 1.67933 -0.32818 0.13045  0.048
C5 -1.26195 -1.25424 -0.38134  0.006
N2 -0.05107 -1.78425 2.05992  0.148
C6 -1.84802 0.98352 0.53170  -0.196
N3 -2.61960 1.83090 0.60514  0.173
H1 0.78063 1.31588 0.99317  0.146
H2 2.51096 -0.07580 0.64355  0.091
H3 1.82924 -0.78534 -0.76053  0.088
H4 0.33862 -2.69089 1.79460  0.076
H5 0.46479 0.80839 -2.02512  0.082
H6 1.56129 2.01743 -1.32169  0.081
H7 -0.18956 2.19297 -1.15445  0.072
H8 -2.30877 -1.34577 -0.64082  0.089
H9 -0.57363 -1.81601 -0.99663  0.082

Cartesian forces (eV/Å) of the 6 atoms listed first:
C -2.25 -0.53 0.00
C -0.12 0.08 0.22
C -1.16 0.36 -4.85
C 2.54 1.19 2.06
N 0.15 -0.37 0.05
C 0.64 -1.70 1.92

HOMO level   -8.3 eV
ΔE to the lowest compared entry with this formula, charge and spin   282.99 kJ/mol
SMILES string   [H]/N=C1\C[C@]1(C#N)[C@H](C)N
Orbital gap   0.3277 hartree
E_LUMO   0.572 eV

# 8
The following is a DFT calculation (ωB97M-V with the def2-TZVPD basis set) of an isolated molecule of C6H9N3.

Last column: Löwdin charge in e.
Element x y z (Å)
C1 -2.26785 -0.87850 0.63031  -0.106
C2 -1.27671 -1.89742 0.58830  -0.026
C3 -1.65568 0.27765 0.23962  -0.125
C4 -0.07124 -1.23213 0.11670  -0.201
C5 0.52762 1.03675 -0.70807  -0.150
C6 0.95862 2.27501 0.01828  -0.085
N1 -0.31753 0.15395 -0.11807  -0.051
N2 1.26816 -1.64774 -0.02707  -0.097
N3 2.07141 -0.84742 -0.74720  -0.001
H1 -3.28811 -0.99424 0.92457  0.092
H2 -1.35258 -2.93417 0.67955  0.067
H3 -2.22538 1.17891 0.35720  0.108
H4 0.97187 0.88134 -1.70987  0.106
H5 0.24602 2.49121 0.98997  0.129
H6 0.90016 3.09357 -0.71750  0.068
H7 1.92989 2.10465 0.51602  0.073
H8 1.75985 -2.07442 0.74845  0.129
H9 1.82150 -0.98699 -1.78118  0.071

Cartesian forces (eV/Å) of the 6 atoms listed first:
C 1.99 -0.56 -0.16
C 2.82 2.75 -1.72
C -1.50 1.08 0.59
C -1.18 -1.50 0.53
C 2.42 0.16 -0.26
C -2.12 0.12 2.20

HOMO level (alpha / beta)   -7.4 / -7.3 eV
ΔE to the lowest compared entry with this formula, charge and spin   429.24 kJ/mol
Orbital gap (alpha / beta)   0.2779 / 0.2816 hartree
E_LUMO (alpha / beta)   0.181 / 0.377 eV

# 9
The following is a DFT calculation (ωB97M-V with the def2-TZVPD basis set) of an isolated molecule of C6H9N3.

Last column: Löwdin charge in e.
Element x y z (Å)
C1 -1.01727 0.84547 -2.28963  -0.204
C2 -0.14698 1.54525 -1.41559  -0.331
C3 0.51938 -0.06497 0.36101  -0.429
C4 -0.89687 -1.22281 1.63434  -0.077
C5 0.15605 -1.75603 2.39206  -0.048
C6 1.44767 -1.34477 2.04342  -0.119
H1 -1.78451 1.37489 -2.92962  0.079
H2 -0.47821 0.33471 -3.25078  0.123
H3 -1.59617 0.04593 -1.72104  0.077
H4 0.35507 2.55882 -2.12329  0.183
H5 -0.66599 2.08612 -0.53592  0.120
H6 1.73941 1.21367 -0.62718  0.086
H7 -1.85430 -1.55837 1.80241  0.082
H8 -0.08155 -2.33620 3.20948  0.067
H9 2.37768 -1.50785 2.60986  0.111
N1 0.91665 0.70123 -0.76302  0.036
N2 -0.65884 -0.39190 0.60698  0.130
N3 1.66877 -0.52320 0.99650  0.115

Cartesian forces (eV/Å) of the 6 atoms listed first:
C -2.58 -3.88 -4.41
C 2.81 5.14 1.42
C 6.57 0.44 -1.68
C 3.75 -0.24 -0.13
C -0.58 1.79 -1.83
C 0.69 1.78 -1.12

HOMO level   -8.8 eV
ΔE to the lowest compared entry with this formula, charge and spin   100.78 kJ/mol
SMILES string   CCNc1ncccn1
Orbital gap   0.3489 hartree
E_LUMO   0.678 eV

# 10
The following is a DFT calculation (ωB97M-V with the def2-TZVPD basis set) of an isolated molecule of C6H9N3O.

Last column: Löwdin charge in e.
Element x y z (Å)
C1 -4.79881 -1.40590 -0.01796  -0.112
C2 -4.17047 -0.03231 0.17806  -0.200
C3 -2.68112 -0.04156 0.04717  -0.261
C4 -1.76578 -1.06791 -0.12735  0.033
C5 -0.50883 -0.42382 -0.12549  -0.266
N1 -0.63992 0.88992 0.03776  0.097
N2 -1.94902 1.09868 0.10345  0.019
C6 0.83839 -1.00288 -0.22923  -0.421
N3 1.57319 -1.38273 0.72820  0.149
H1 -4.51634 -1.83286 -0.99049  0.080
H2 -4.47947 -2.10484 0.76793  0.081
H3 -5.89306 -1.33092 0.02076  0.074
H4 -4.58155 0.68167 -0.55159  0.116
H5 -4.43363 0.36244 1.17215  0.119
H6 -1.96961 -2.13075 -0.20720  0.115
H7 -2.30338 2.04176 0.20726  0.166
O1 1.48897 -0.85238 -1.46769  0.019
H8 0.87919 -0.37272 -2.05278  0.099
H9 2.53601 -1.53490 0.29090  0.093

Cartesian forces (eV/Å) of the 6 atoms listed first:
C -0.10 -0.19 -0.02
C -0.08 0.26 0.04
C 0.19 -0.28 -0.19
C -0.29 0.16 0.12
C -0.72 0.01 0.37
N 0.68 -0.15 -0.45

HOMO level   -9.4 eV
ΔE to the lowest compared entry with this formula, charge and spin   77.23 kJ/mol
SMILES string   [H]/N=C(\O)c1cc(CC)[nH]n1
Orbital gap   0.3742 hartree
E_LUMO   0.736 eV

# 11
The following is a DFT calculation (ωB97M-V with the def2-TZVPD basis set) of C6H9N3O as an isolated structure.

Last column: Löwdin charge in e.
Element x y z (Å)
N1 3.11772 0.91270 -0.88105  0.095
C1 2.04348 0.13075 -0.46157  -0.385
C2 1.99844 -1.03545 0.28232  -0.050
C3 0.61865 -1.40611 0.38420  -0.049
C4 -0.11940 -0.47952 -0.32207  -0.288
C5 -1.58457 -0.40174 -0.62207  -0.098
C6 -2.36893 0.54479 0.23289  -0.287
N2 -2.52537 1.76761 0.35694  0.085
N3 0.76836 0.45516 -0.81876  0.117
H1 2.95846 1.91156 -0.80641  0.088
H2 3.98566 0.66919 -0.42073  0.089
H3 2.86053 -1.57946 0.66146  0.097
H4 0.22378 -2.31481 0.83536  0.105
H5 -1.73364 -0.05762 -1.65766  0.128
H6 -2.05865 -1.38951 -0.53591  0.122
H7 0.51126 1.23637 -1.41261  0.167
O1 -2.82476 0.15253 1.84346  -0.180
H8 -2.89930 1.68489 1.59120  0.202
H9 -2.97171 -0.80133 1.75100  0.042

Cartesian forces (eV/Å) of the 6 atoms listed first:
N 0.23 0.23 -0.16
C -0.13 -0.49 0.53
C -0.04 0.24 -0.16
C -0.17 0.02 -0.60
C 0.13 -0.50 0.58
C -0.72 -0.34 -0.18

HOMO level   -7.6 eV
ΔE to the lowest compared entry with this formula, charge and spin   318.12 kJ/mol
Orbital gap   0.3049 hartree
E_LUMO   0.731 eV

# 12
The following is a DFT calculation (ωB97M-V with the def2-TZVPD basis set) of C6H9N3O as an isolated structure.

Last column: Löwdin charge in e.
Element x y z (Å)
C1 2.50745 1.26368 -0.85367  -0.025
C2 2.28068 0.27167 0.25036  -0.486
C3 -0.20671 -0.09371 -0.16805  -0.406
C4 -1.56928 0.18024 -1.64522  -0.186
C5 -2.29128 -0.23511 -0.63994  -0.091
C6 -1.58253 -1.01677 1.64429  -0.002
H1 3.59084 1.10321 -0.83685  0.075
H2 2.06314 0.90338 -1.90364  0.127
H3 2.18613 2.18898 -0.38189  0.085
H4 0.58785 0.09409 1.68214  0.181
H5 -1.88328 0.28780 -2.73280  0.122
H6 -3.52830 -0.52948 -0.65921  0.193
H7 -1.68666 -0.37865 2.31006  0.016
H8 -0.78205 -1.94476 1.87038  0.194
H9 -2.42452 -1.42688 1.58236  0.013
N1 1.01686 -0.14590 0.69125  0.126
N2 -0.18649 0.32087 -1.38232  0.129
N3 -1.32735 -0.50305 0.35511  -0.080
O1 3.23550 -0.33961 0.81764  0.015

Cartesian forces (eV/Å) of the 6 atoms listed first:
C 0.25 -2.30 -0.93
C 2.08 -3.51 2.04
C 6.33 0.65 1.97
C 1.21 1.37 -5.64
C -4.36 -2.08 1.32
C 8.47 -5.82 -4.47

HOMO level   -8.7 eV
ΔE to the lowest compared entry with this formula, charge and spin   374.46 kJ/mol
Orbital gap   0.3424 hartree
E_LUMO   0.570 eV

| no. | DFT total energy (Ha) |
| --- | --- |
| 1 | -493.94572 |
| 2 | -494.01311 |
| 3 | -493.90789 |
| 4 | -967.49848 |
| 5 | -684.79571 |
| 6 | -632.76119 |
| 7 | -398.16766 |
| 8 | -398.11195 |
| 9 | -398.23705 |
| 10 | -473.52031 |
| 11 | -473.42856 |
| 12 | -473.40711 |